Entry 1:
This record from the OMol25 dataset describes a molecular structure, C31H50ClIrN5O3S in a non-equilibrium geometry. The level of theory is wB97M-V/def2-TZVPD.

Structure (XYZ):
```
92
Properties=species:S:1:pos:R:3:mulliken_charge:R:1
Ir 0.932 0.007 0.537 4.5190
C 2.912 2.356 0.505 0.3731
C 3.855 1.221 0.870 -1.1473
N 3.223 -0.077 0.584 -0.7349
C 3.531 -1.171 1.497 -0.6493
C 2.813 -0.966 2.827 -0.7564
N 1.633 -0.078 2.681 -0.9978
C 1.783 1.279 3.279 -0.6187
C 1.234 2.379 2.383 -1.1009
N 1.539 2.134 0.981 -0.5601
H 2.861 2.408 -0.582 -0.7903
H 3.311 3.304 0.881 0.6041
H 4.135 1.259 1.922 0.3101
H 4.770 1.356 0.290 0.6240
H 3.428 -0.349 -0.373 0.4155
H 4.608 -1.287 1.659 0.4932
H 3.156 -2.084 1.040 0.0036
H 3.494 -0.561 3.578 0.4510
H 2.487 -1.941 3.186 0.4964
H 0.830 -0.519 3.116 0.4011
H 2.829 1.456 3.514 0.4135
H 1.235 1.334 4.221 0.4599
H 1.626 3.345 2.719 0.4365
H 0.149 2.395 2.475 0.4709
H 0.928 2.722 0.423 0.2445
C 4.416 1.151 -4.990 -1.3205
C 3.926 2.299 -4.155 0.9830
C 4.770 3.317 -3.747 -0.8224
C 4.303 4.354 -2.947 0.1450
Cl 5.386 5.623 -2.463 -0.2228
C 2.989 4.378 -2.532 -0.7616
C 2.128 3.360 -2.931 -0.7191
C 2.587 2.332 -3.744 0.7274
O 1.804 1.316 -4.208 -0.4464
C 0.556 1.140 -3.591 -0.9453
C 0.703 0.631 -2.163 0.4800
O -0.280 0.754 -1.364 -1.1864
O 1.769 0.115 -1.799 -0.9152
H 5.469 1.270 -5.237 0.4184
H 3.842 1.071 -5.913 0.3138
H 4.278 0.213 -4.450 0.2185
H 5.811 3.302 -4.043 0.3941
H 2.632 5.183 -1.904 0.4759
H 1.098 3.391 -2.603 0.4378
H 0.035 0.377 -4.169 0.4220
H -0.054 2.045 -3.598 0.3879
C -4.436 3.184 -0.564 -0.7446
C -5.222 2.313 -1.544 -0.7075
C -5.181 0.816 -1.232 -0.2882
C -3.819 0.152 -1.448 -1.2822
N -2.883 0.363 -0.346 0.8434
C -2.452 -0.506 0.541 0.2287
S -1.218 0.000 1.667 -0.6461
N -2.941 -1.744 0.656 -0.0333
C -4.345 -2.177 0.574 -0.4603
C -4.788 -2.752 1.916 -1.0872
C -4.612 -1.789 3.091 -0.0867
C -5.479 -0.537 2.971 -1.0062
H -4.673 4.235 -0.721 0.3948
H -3.357 3.073 -0.692 -0.0274
H -4.691 2.936 0.469 0.2347
H -4.858 2.480 -2.561 0.3434
H -6.268 2.624 -1.523 0.3772
H -5.902 0.308 -1.877 0.3970
H -5.502 0.661 -0.198 0.1396
H -3.355 0.559 -2.350 0.4222
H -3.936 -0.919 -1.595 0.5209
H -2.365 1.228 -0.351 0.0292
H -2.399 -2.304 1.299 0.1634
H -4.447 -2.937 -0.202 0.3240
H -4.969 -1.328 0.311 0.0654
H -4.226 -3.671 2.109 0.4091
H -5.842 -3.027 1.830 0.4586
H -3.564 -1.491 3.185 0.0882
H -4.873 -2.322 4.006 0.4204
H -5.143 0.107 2.154 0.0759
H -5.432 0.051 3.887 0.3913
H -6.522 -0.803 2.792 0.3052
C 0.762 -2.466 0.035 -1.1363
C 1.124 -3.751 0.571 0.9493
C 0.492 -4.280 1.709 -0.1168
C 0.785 -5.552 2.167 -0.8656
C 1.728 -6.334 1.510 -0.3931
C 2.388 -5.818 0.402 -0.7692
C 2.099 -4.545 -0.055 -0.1951
H -0.076 -1.973 0.517 -0.7215
H 1.179 -2.106 -0.894 0.6426
H -0.242 -3.671 2.229 0.3222
H 0.282 -5.942 3.043 0.3935
H 1.954 -7.329 1.868 0.3905
H 3.135 -6.417 -0.102 0.3894
H 2.619 -4.141 -0.917 0.4224
```

## Properties
HOMO (spin up / spin down) = -8.8 / -8.8 eV
Kohn-Sham gap (spin up / spin down) = 6.25 / 6.25 eV
ΔE to the lowest compared entry with this formula, charge and spin = 2.464 eV
E_LUMO (spin up / spin down) = -0.09535 / -0.09540 hartree
charge = +1
electronic energy = -72742.159 eV

***

Entry 2:
This record from the OMol25 dataset describes a molecular structure, C16H17N5O4RuS in a non-equilibrium geometry. The level of theory is wB97M-V/def2-TZVPD.

Structure (XYZ):
```
44
Properties=species:S:1:pos:R:3:nbo_charge:R:1
Ru -0.016 0.252 -0.192 1.0624
O 1.031 -1.595 0.306 -0.5207
C 2.211 -2.039 0.407 0.3930
C 2.446 -3.177 1.237 -0.1933
C 3.702 -3.686 1.410 -0.2009
C 4.794 -3.118 0.745 -0.1540
C 4.610 -2.025 -0.074 -0.1502
C 3.348 -1.451 -0.259 -0.1054
C 3.156 -0.311 -1.112 0.3309
N 1.999 0.283 -1.420 -0.4661
C 2.277 1.268 -2.307 -0.0697
C 3.623 1.297 -2.545 -0.0497
N 4.162 0.303 -1.790 -0.4866
H 1.583 -3.609 1.720 0.2407
H 3.855 -4.538 2.054 0.2350
H 5.779 -3.546 0.857 0.2307
H 5.470 -1.622 -0.588 0.1963
H 1.499 1.876 -2.728 0.2530
H 4.214 1.922 -3.182 0.2354
H 5.135 0.052 -1.754 0.4309
S -1.649 -0.605 1.394 -0.1367
C -3.201 -0.124 0.902 0.3074
N -3.809 -0.788 -0.146 -0.4788
C -5.094 -0.541 -0.461 0.1144
C -5.806 0.376 0.263 -0.3131
C -5.112 1.056 1.288 0.1570
N -3.868 0.797 1.585 -0.4371
H -3.235 -1.399 -0.723 0.4680
H -5.519 -1.091 -1.288 0.2394
H -6.838 0.592 0.055 0.2523
H -5.586 1.829 1.874 0.2183
C 0.775 4.046 0.286 -0.7315
C 1.437 2.959 1.075 0.7179
N 2.604 3.266 1.658 -0.7831
O 0.956 1.835 1.231 -0.6697
H 1.493 4.787 -0.049 0.2213
H 0.036 4.537 0.919 0.2543
H 0.251 3.620 -0.567 0.2807
H 2.976 4.201 1.644 0.4071
H 3.033 2.585 2.266 0.4118
O -0.606 1.987 -1.787 -0.7282
C -1.414 1.229 -2.348 0.6464
O -1.707 0.096 -1.920 -0.7360
H -1.919 1.587 -3.266 0.1062
```

## Properties
HOMO (spin up / spin down) = -10.6 / -10.5 eV
Kohn-Sham gap (spin up / spin down) = 7.44 / 5.32 eV
ΔE to the lowest compared entry with this formula, charge and spin = 2.058 eV
spin multiplicity = 2
E_LUMO (spin up / spin down) = -0.11554 / -0.19185 hartree
charge = +1
electronic energy = -45919.590 eV

***

Entry 3:
This record from the OMol25 dataset describes a molecular structure, C25H75AsF6N15O10 in a non-equilibrium geometry. The level of theory is wB97M-V/def2-TZVPD.

Structure (XYZ):
```
132
Properties=species:S:1:pos:R:3:mulliken_charge:R:1
As -0.562 1.043 0.066 1.6288
F 0.110 1.949 1.415 -0.1942
F -0.803 2.599 -0.881 -0.4622
F -1.166 0.123 -1.280 -0.0082
F -0.237 -0.513 0.914 -0.4183
F -2.168 1.206 0.781 -0.2114
F 1.113 1.093 -0.649 -0.3734
C -6.146 -4.244 -3.998 -1.3516
C -4.640 -4.394 -3.488 0.0351
C -3.869 -3.048 -3.264 -0.7007
O -2.451 -3.199 -3.048 -0.4453
C -1.868 -2.125 -2.371 -1.1852
N -4.748 -5.178 -2.251 -0.3613
H -6.621 -3.520 -3.336 0.3606
H -6.622 -5.223 -3.951 0.4100
H -6.057 -3.952 -5.044 0.3643
H -3.980 -4.997 -4.112 0.4590
H -4.310 -2.440 -2.475 0.4375
H -3.887 -2.417 -4.152 0.3854
H -1.925 -1.170 -2.893 1.3973
H -0.844 -2.483 -2.261 -0.5710
H -2.179 -1.926 -1.346 0.6550
H -3.826 -5.547 -2.068 0.3152
H -5.119 -4.685 -1.451 0.2820
C 3.177 4.739 0.622 -1.6278
C 1.607 4.780 0.615 2.4924
C 0.938 5.975 1.338 -1.1534
O -0.489 5.890 1.263 -0.4130
C -1.003 4.944 2.192 -0.5129
N 1.302 4.814 -0.807 -0.7372
H 3.627 3.769 0.413 0.1938
H 3.691 5.112 1.508 0.4257
H 3.635 5.413 -0.102 0.4367
H 1.314 3.875 1.148 -1.0373
H 1.293 6.922 0.932 0.3998
H 1.275 5.885 2.370 0.3961
H -1.182 3.965 1.746 -0.0051
H -1.871 5.339 2.720 0.3799
H -0.432 4.812 3.111 0.2296
H 1.538 3.926 -1.227 0.0899
H 0.295 4.861 -0.872 0.3236
C 6.268 -1.541 5.533 -1.5400
C 5.366 -0.386 5.061 0.6342
C 4.788 -0.493 3.701 -0.6484
O 3.804 0.531 3.450 -0.3231
C 3.146 0.664 2.153 0.0894
N 4.343 -0.106 6.109 -0.7723
H 6.331 -1.651 6.615 0.4035
H 7.266 -1.375 5.127 0.3765
H 5.919 -2.503 5.156 0.3311
H 6.021 0.481 5.142 0.2682
H 4.273 -1.444 3.565 0.2230
H 5.541 -0.257 2.949 0.3275
H 3.933 0.911 1.441 0.3779
H 2.463 1.507 2.261 -0.1774
H 2.695 -0.305 1.935 -0.2616
H 3.851 0.585 5.560 0.2333
H 3.682 -0.858 6.239 0.2798
C -0.308 -6.034 -0.015 -1.4977
C -1.080 -4.747 0.352 -0.0741
C -0.113 -3.602 0.144 0.4005
O 1.132 -3.810 0.922 -0.5314
C 2.145 -2.805 0.707 -0.0125
N -2.236 -4.765 -0.558 -0.4248
H -0.776 -6.978 0.263 0.4115
H 0.681 -6.161 0.425 0.3193
H -0.191 -6.106 -1.096 0.3599
H -1.558 -4.695 1.330 0.5189
H -0.664 -2.678 0.321 -0.0891
H 0.159 -3.508 -0.907 -0.1771
H 1.652 -1.833 0.713 -0.3685
H 2.570 -2.935 -0.289 0.2694
H 2.906 -3.043 1.449 0.3499
H -2.931 -4.103 -0.242 0.3938
H -2.056 -4.390 -1.478 0.4042
C 2.235 -1.833 -3.365 -1.0961
C 1.011 -1.267 -4.042 2.8559
C 1.368 -0.148 -5.119 -0.9751
O 1.718 1.067 -4.464 -0.3331
C 0.574 1.739 -3.939 0.0751
N 0.294 -2.356 -4.716 -0.7916
H 2.882 -1.047 -2.975 0.1194
H 2.696 -2.449 -4.137 0.4822
H 2.070 -2.406 -2.452 -0.2200
H 0.408 -0.876 -3.223 -1.4582
H 0.633 0.053 -5.899 0.4895
H 2.258 -0.342 -5.717 0.3020
H 0.909 2.425 -3.161 0.2087
H -0.242 1.148 -3.524 -0.4288
H 0.078 2.313 -4.721 0.3282
H -0.497 -2.522 -4.112 0.0229
H -0.184 -1.940 -5.503 0.3589
C 4.568 0.500 -1.462 0.5077
O 4.899 -0.276 -0.595 -0.6336
N 3.629 1.330 -1.485 0.1542
N 5.266 0.529 -2.639 -0.4372
H 2.900 1.425 -0.792 -0.1877
H 3.733 1.935 -2.288 0.1941
H 4.842 0.930 -3.463 0.1428
H 6.064 -0.076 -2.773 0.2216
C -5.313 2.260 1.681 0.5241
O -6.412 2.727 1.736 -0.7042
N -4.982 1.181 1.012 -0.2263
N -4.345 2.684 2.388 -0.1955
H -5.790 0.610 0.808 0.2017
H -4.022 0.867 1.052 0.0887
H -3.458 2.263 2.149 0.0705
H -4.431 3.211 3.245 0.1950
C -2.202 4.132 -3.980 0.6824
O -1.408 4.910 -3.475 -0.6211
N -2.268 2.859 -3.638 -0.1588
N -3.081 4.367 -4.893 -0.4440
H -1.642 2.461 -2.952 -0.1380
H -3.018 2.315 -4.040 0.1615
H -3.849 3.712 -4.899 0.1475
H -3.159 5.328 -5.194 0.2806
C -3.745 -1.382 2.806 0.7654
O -4.218 -1.971 1.846 -0.6915
N -2.468 -1.359 3.053 -0.2804
N -4.445 -0.658 3.667 -0.3543
H -2.318 -0.585 3.683 0.1152
H -1.837 -1.917 2.495 0.0896
H -5.454 -0.638 3.628 0.2270
H -4.002 -0.235 4.470 0.1349
C 1.087 1.919 4.878 0.6488
O 1.031 3.073 4.512 -0.6444
N 1.554 1.510 6.025 -0.4796
N 0.607 0.963 4.142 -0.0863
H 2.073 2.225 6.516 0.2677
H 1.690 0.521 6.177 0.1525
H 0.589 0.037 4.545 0.1612
H 0.190 1.215 3.257 -0.1934
```

## Properties
HOMO (spin up / spin down) = -7.9 / -7.9 eV
Kohn-Sham gap (spin up / spin down) = 7.43 / 1.38 eV
spin multiplicity = 2
E_LUMO (spin up / spin down) = -0.01867 / -0.24073 hartree
electronic energy = -147109.624 eV

***

Entry 4:
This record from the OMol25 dataset describes a molecular structure, C18H47AlNO7S4. The level of theory is wB97M-V/def2-TZVPD.

Structure (XYZ):
```
78
Properties=species:S:1:pos:R:3:mulliken_charge:R:1
C 4.142 -1.279 -2.232 -0.5935
O 3.736 -0.210 -3.058 -0.4167
C 2.552 0.410 -2.563 -0.3997
C 2.583 1.918 -2.737 -0.2510
C 2.133 2.432 -4.099 -1.0122
C 0.629 2.289 -4.343 -0.5970
C -0.226 3.003 -3.279 -1.0268
C -0.963 2.014 -2.324 0.2584
Al -2.967 2.102 -2.402 0.3702
O -3.624 1.272 -0.925 -0.4094
C -4.185 0.035 -1.258 -0.4898
C -3.999 -0.248 -2.778 0.5293
C -5.151 -1.063 -3.345 -0.7181
N -4.967 -1.282 -4.786 -0.5920
O -3.773 0.917 -3.504 -0.5992
H 4.796 -0.937 -1.422 0.2617
H 3.288 -1.780 -1.776 0.2827
H 4.687 -2.026 -2.812 0.2852
H 2.454 0.193 -1.494 0.4498
H 1.672 -0.020 -3.053 0.1158
H 1.961 2.345 -1.946 0.1046
H 3.607 2.248 -2.537 0.3846
H 2.395 3.492 -4.182 0.3308
H 2.681 1.924 -4.901 0.3546
H 0.415 2.702 -5.335 0.3050
H 0.335 1.240 -4.399 0.3890
H -0.968 3.633 -3.780 0.5004
H 0.400 3.691 -2.702 0.3546
H -0.665 2.223 -1.289 -0.3769
H -0.620 0.992 -2.520 0.1883
H -3.497 3.623 -2.456 -0.5193
H -5.250 0.042 -0.961 0.2808
H -3.715 -0.799 -0.711 0.1614
H -3.109 -0.907 -2.851 0.0563
H -6.096 -0.549 -3.120 0.3045
H -5.145 -2.040 -2.856 0.3377
H -5.230 -0.449 -5.294 0.2182
H -5.549 -2.046 -5.104 0.2055
C 1.810 -2.921 2.526 -0.4968
S 3.180 -3.636 1.614 0.3289
O 3.441 -2.707 0.483 -0.4995
C 2.253 -5.024 0.945 -0.8935
H 2.156 -1.994 2.980 0.0948
H 0.996 -2.708 1.834 0.2804
H 1.482 -3.611 3.299 0.1990
H 1.405 -4.647 0.373 0.2775
H 1.907 -5.665 1.756 0.3271
H 2.921 -5.580 0.291 0.3479
C -2.313 2.939 1.357 -0.9494
S -0.919 3.918 0.806 0.5854
O 0.317 3.212 1.258 -0.5606
C -1.153 5.298 1.937 -1.0702
H -2.324 2.017 0.775 0.1434
H -2.205 2.730 2.423 0.4874
H -3.233 3.486 1.151 0.3612
H -1.104 4.939 2.966 0.2995
H -2.119 5.762 1.736 0.3798
H -0.355 6.015 1.754 0.3238
C -2.644 -4.581 3.377 -1.0514
S -0.949 -5.150 3.533 0.7292
O -0.817 -6.381 2.710 -0.6595
C -1.080 -5.679 5.247 -1.0447
H -2.788 -4.248 2.352 0.3278
H -3.323 -5.404 3.600 0.3329
H -2.809 -3.746 4.059 0.3545
H -1.868 -6.427 5.334 0.3462
H -1.296 -4.815 5.876 0.3539
H -0.125 -6.113 5.533 0.3129
C 2.910 2.385 2.632 -0.8728
S 3.417 1.161 3.839 0.5879
O 2.343 1.064 4.867 -0.6484
C 4.732 2.146 4.575 -0.9744
H 2.060 1.997 2.078 0.2315
H 2.615 3.301 3.142 0.3329
H 3.741 2.568 1.950 0.4150
H 4.311 3.077 4.956 0.2890
H 5.495 2.348 3.823 0.3331
H 5.163 1.572 5.392 0.3105
```

## Properties
HOMO = -4.8 eV
Kohn-Sham gap = 6.76 eV
E_LUMO = 0.07216 hartree
charge = -1
electronic energy = -85188.776 eV

***

Look up the electronic energy of the first one.
-72742.159 eV